A | 72
Properties=species:S:1:pos:R:3:mulliken_charge:R:1 method="wB97M-V/def2-TZVPD" homo_ev=-8.2 e_lumo_ha=0.0151 multiplicity=1
C 0.2769 -1.2716 2.3610 -0.220
O 1.1928 -0.8957 1.3147 -0.403
C 1.0646 0.2034 0.6669 0.237
O 0.4193 1.1925 1.0184 -0.399
O 1.6820 0.1198 -0.5250 0.059
C 1.7613 1.3321 -1.3014 -2.602
H -0.7360 -1.3531 1.9667 0.737
H 0.0326 -0.5920 3.1775 0.070
H 0.4757 -2.2338 2.8329 0.667
H 1.2874 1.1715 -2.2698 1.178
H 2.8182 1.4243 -1.5518 0.875
H 1.5353 2.3140 -0.8857 0.823
C -5.1138 3.1301 -0.2676 -0.794
O -4.2194 2.2979 0.3617 -0.249
C -3.4642 1.4242 -0.3317 0.691
O -3.3275 1.3334 -1.5721 -0.642
O -2.8379 0.6357 0.6166 -0.423
C -1.7731 -0.2549 0.2716 -0.496
H -5.5801 2.6258 -1.1140 0.332
H -4.6456 3.9525 -0.8085 0.313
H -5.8910 3.6378 0.3036 0.282
H -1.0063 -0.0662 1.0229 -0.691
H -1.3920 0.1083 -0.6828 0.553
H -2.0304 -1.3139 0.2913 0.931
C -2.5521 -4.2813 -2.3348 -0.690
O -1.3054 -3.5610 -2.3719 -0.396
C -1.0560 -2.6266 -1.5599 0.709
O -1.8251 -2.2477 -0.6577 -0.707
O 0.1472 -2.1016 -1.8751 -0.564
C 0.6809 -1.0568 -1.1527 0.321
H -2.6192 -5.1036 -3.0471 0.271
H -3.3797 -3.6098 -2.5635 0.307
H -2.7886 -4.6092 -1.3225 0.287
H 0.7293 -0.0999 -1.6725 -0.240
H 1.7259 -1.3257 -0.9990 0.309
H 0.2872 -0.8301 -0.1618 -0.182
C 1.2675 -5.2883 5.3275 -0.728
O 0.8735 -3.9321 5.2150 -0.342
C 0.7328 -3.4058 3.9327 0.180
O 1.0376 -3.9360 2.8534 -0.492
O 0.1373 -2.1847 3.9214 -0.051
C -0.6245 -1.5792 4.9835 -0.687
H 2.2600 -5.5298 4.9471 0.318
H 0.6520 -6.0537 4.8548 0.320
H 1.3607 -5.5997 6.3679 0.283
H -1.6052 -2.0549 4.9930 0.300
H -0.6578 -0.5269 4.7016 0.326
H -0.1965 -1.6051 5.9857 0.321
C 2.1261 3.0343 -4.0040 -0.908
O 3.2324 2.5988 -3.2300 -0.385
C 3.6528 1.3414 -3.3775 0.963
O 3.4524 0.5567 -4.2736 -0.566
O 4.2982 1.0331 -2.2656 -0.386
C 4.4558 -0.3045 -1.9848 -0.703
H 1.1821 2.6637 -3.6044 0.362
H 2.3140 2.6404 -5.0028 0.501
H 2.0898 4.1202 -4.0912 0.270
H 4.8089 -0.5124 -0.9747 0.261
H 5.3116 -0.5863 -2.5982 0.382
H 3.5146 -0.8438 -2.0913 0.329
C 1.0807 3.4376 -2.3972 0.029
O -0.0756 3.0503 -1.6751 -0.430
C -0.2688 3.3310 -0.4255 0.503
O 0.5194 3.8543 0.3159 -0.614
O -1.4632 2.7695 -0.0863 -0.010
C -1.9630 2.8655 1.2536 -1.246
H 1.8634 2.7073 -2.1919 -0.408
H 1.5151 4.3562 -2.0029 0.331
H 0.8359 3.5606 -3.4522 0.325
H -2.5883 2.0251 1.5547 0.603
H -2.5643 3.7655 1.3826 0.357
H -1.1406 2.7624 1.9615 0.439

B | 72
Properties=species:S:1:pos:R:3:mulliken_charge:R:1 method="wB97M-V/def2-TZVPD" homo_ev=-10.5 e_lumo_ha=0.0175 multiplicity=1 smiles="COC(=O)OC.COC(=O)OC.COC(=O)OC.COC(=O)OC.COC(=O)OC.COC(=O)OC"
C 0.7180 -7.4103 -11.6073 -0.389
O 2.1177 -7.6692 -11.5264 -0.265
C 2.6324 -8.4545 -10.6501 0.874
O 2.0302 -9.1998 -9.8943 -0.591
O 4.0218 -8.2790 -10.6781 -0.341
C 4.7485 -9.1755 -9.8060 -0.605
H 0.0142 -7.8673 -10.9118 0.350
H 0.4927 -7.9774 -12.5105 -0.039
H 0.5650 -6.3723 -11.9028 0.332
H 5.8223 -9.2283 -9.9854 0.231
H 4.2821 -10.1555 -9.9070 0.275
H 4.5511 -8.7652 -8.8157 0.277
C 8.0126 -13.6607 -15.4696 -0.719
O 6.6737 -13.9996 -15.8523 -0.306
C 5.7986 -14.6150 -15.0730 0.826
O 6.0748 -15.1732 -13.9792 -0.613
O 4.6513 -14.6037 -15.7187 -0.275
C 3.5368 -15.1866 -15.0815 -0.566
H 8.1860 -13.7419 -14.3965 0.341
H 8.3284 -12.7453 -15.9700 0.240
H 8.5861 -14.4247 -15.9944 0.311
H 2.5773 -14.8937 -15.5076 0.081
H 3.5847 -14.7797 -14.0715 0.332
H 3.6577 -16.2697 -15.0591 0.396
C -1.6411 -16.9966 -16.3134 -0.885
O -1.5071 -15.6251 -15.8571 -0.062
C -1.0994 -14.7193 -16.6937 0.427
O -0.9748 -14.8373 -17.9456 -0.629
O -0.8804 -13.5773 -15.9096 0.191
C -0.5712 -12.3384 -16.4611 -0.471
H -0.8474 -17.2710 -17.0081 0.363
H -2.5704 -17.1048 -16.8727 0.304
H -1.5183 -17.7407 -15.5264 0.295
H -1.2434 -12.0062 -17.2523 0.414
H 0.4016 -12.4690 -16.9351 0.385
H -0.4531 -11.6399 -15.6327 -0.344
C -3.1469 -9.6487 -14.9872 -0.488
O -3.4334 -10.9978 -15.2786 -0.322
C -3.5988 -11.9582 -14.3273 0.959
O -3.6676 -11.7877 -13.1556 -0.542
O -3.9946 -13.1072 -14.9497 -0.352
C -4.0293 -14.3636 -14.2503 -0.289
H -3.8086 -9.2946 -14.1968 0.346
H -3.4313 -9.0529 -15.8545 0.267
H -2.0978 -9.4330 -14.7849 -0.006
H -4.8249 -14.4062 -13.5065 0.370
H -3.0388 -14.6262 -13.8786 -0.035
H -4.3456 -15.0111 -15.0681 0.174
C 0.7665 -10.5572 -13.4737 0.082
O -0.2016 -11.4792 -12.9836 -0.475
C 0.1195 -12.7405 -12.9496 0.864
O 1.2507 -13.2405 -13.1604 -0.672
O -0.9296 -13.4223 -12.6139 -0.232
C -0.8085 -14.8435 -12.4042 -0.824
H 1.6492 -10.9408 -13.9854 0.048
H 1.1909 -10.1205 -12.5696 0.401
H 0.2599 -9.8611 -14.1421 -0.267
H -0.5913 -15.3756 -13.3304 0.248
H -1.6818 -15.2318 -11.8801 0.272
H -0.0263 -15.1194 -11.6970 0.361
C 4.3948 -11.2301 -15.6017 -0.642
O 4.0301 -9.9347 -15.2766 -0.305
C 2.8898 -9.4182 -15.7793 0.762
O 2.0769 -9.9433 -16.5205 -0.573
O 2.7680 -8.1934 -15.2132 -0.308
C 1.7027 -7.3284 -15.3435 -0.377
H 4.7742 -11.2903 -16.6218 0.383
H 3.6719 -11.9887 -15.3017 0.236
H 5.3380 -11.4430 -15.0986 0.230
H 0.8067 -7.7973 -14.9369 0.006
H 1.5489 -7.0273 -16.3798 0.334
H 1.8668 -6.3701 -14.8507 0.223

C | 72
Properties=species:S:1:pos:R:3:mulliken_charge:R:1 method="wB97M-V/def2-TZVPD" homo_ev=-9.8 e_lumo_ha=0.0214 multiplicity=1
C 7.6350 30.0870 19.2910 -0.716
O 8.5590 29.0600 19.4670 -0.358
C 9.1580 28.3520 18.5170 0.895
O 8.8540 28.6580 17.2730 -0.687
O 9.9620 27.4900 18.7420 -0.259
C 10.5300 26.5630 17.8180 -0.556
H 7.8840 30.8080 18.4160 0.263
H 7.3480 30.5940 20.1190 0.328
H 6.6990 29.6840 19.0470 0.327
H 9.7440 26.0430 17.2240 0.315
H 10.9380 25.8350 18.5820 0.243
H 11.1750 26.8740 17.0360 0.209
C 12.7240 24.3910 8.1430 -0.719
O 13.9860 24.8110 8.8470 -0.349
C 13.9240 25.2480 10.1080 0.696
O 12.8940 25.3130 10.7040 -0.520
O 15.0640 25.9720 10.5030 -0.300
C 15.3890 26.2550 11.7460 -0.660
H 12.2360 25.2440 7.8940 0.372
H 12.2950 23.5610 8.6430 0.290
H 13.1630 24.1870 7.1930 0.281
H 16.1470 26.9380 11.7030 0.280
H 15.7070 25.4330 12.1230 0.527
H 14.4890 26.6600 12.4630 0.102
C 15.1200 32.6820 11.2020 -0.394
O 16.3910 32.8020 10.6670 -0.286
C 16.6730 32.1530 9.5540 0.723
O 16.0200 31.4910 8.8580 -0.486
O 18.0310 32.4050 9.1690 -0.357
C 18.4830 31.9950 7.9100 -0.844
H 14.3940 32.9460 10.4810 0.402
H 15.0090 33.3460 11.9880 0.051
H 15.0070 31.6410 11.3890 0.194
H 19.2420 32.6660 7.5260 0.296
H 17.7780 32.2030 7.1830 0.369
H 18.8090 31.0600 7.9250 0.329
C 13.7310 32.7700 15.1970 -0.100
O 15.0470 33.1790 14.9100 -0.133
C 15.2170 34.5230 14.7810 0.879
O 14.3310 35.4060 14.7410 -0.685
O 16.4110 34.9080 14.7710 -0.324
C 16.8840 36.2220 14.7720 -0.940
H 12.9690 33.3110 14.6600 0.361
H 13.5650 32.8250 16.3230 0.288
H 13.7910 31.6520 14.9130 -0.283
H 17.3450 36.5140 15.6540 0.252
H 16.0690 36.6470 14.5860 0.518
H 17.4360 36.1640 13.8940 0.323
C 20.5940 29.2390 18.4630 -0.735
O 20.6260 28.3750 17.2490 -0.352
C 20.0270 28.6450 16.0330 0.818
O 19.2820 29.5690 15.8800 -0.548
O 20.2970 27.7970 15.0730 -0.326
C 20.1790 28.1910 13.7260 -0.411
H 21.0100 28.5480 19.2100 0.248
H 19.6900 29.6180 18.7300 0.372
H 20.8990 30.2280 18.2620 0.335
H 21.0050 28.6880 13.4720 0.343
H 18.9630 28.7840 13.5440 0.069
H 20.1420 27.3690 12.9460 0.228
C 16.3620 30.0730 13.7700 -0.010
O 15.3330 29.2890 14.3570 -0.372
C 14.0100 29.4370 13.9070 0.776
O 13.8760 29.9710 12.8280 -0.597
O 13.0560 28.7440 14.4510 -0.401
C 11.8480 28.4870 13.8950 -0.848
H 16.2820 31.0260 14.1480 0.088
H 16.3840 29.8630 12.7610 0.361
H 17.2510 29.7040 14.1870 -0.209
H 11.9130 27.6380 13.4340 0.486
H 11.5300 29.4890 13.4240 0.274
H 11.0660 28.3080 14.5470 0.254

Energy ordering: B at the bottom, the next structure 0.2956 hartree above.

A | 17
Properties=species:S:1:pos:R:3:nbo_charge:R:1 method="wB97M-V/def2-TZVPD" homo_ev=-8.7 e_lumo_ha=-0.0048 multiplicity=1 smiles="C/C=C(/C)F.C=C=S"
C 2.9907 -0.0338 0.1899 -0.634
C -3.2831 0.7410 2.3505 -0.615
C 1.9921 1.1026 -0.0845 -0.283
C -3.7028 0.6973 1.1387 -0.020
C -0.4314 1.9132 -0.2424 -0.660
C 0.6968 0.9090 -0.1020 0.400
F 0.1072 -0.3309 -0.1641 -0.352
S -3.7564 0.6336 -0.4369 0.124
H 3.0993 -0.0259 1.2437 0.219
H 2.7131 -0.9656 -0.3231 0.227
H -2.5180 1.5069 2.3940 0.259
H -3.8580 0.4480 3.1831 0.252
H 2.5112 2.1075 -0.1120 0.221
H 3.9172 0.2850 -0.1476 0.207
H -1.2473 1.6276 0.4362 0.215
H -0.8963 1.9361 -1.2206 0.224
H -0.0929 2.8389 0.0662 0.215

B | 17
Properties=species:S:1:pos:R:3:nbo_charge:R:1 method="wB97M-V/def2-TZVPD" homo_ev=-8.5 e_lumo_ha=0.0222 multiplicity=1 smiles="C=CSC(=C)C=C.F"
C -2.5020 -0.1587 -1.3302 -0.418
C 3.2599 -0.9351 0.0364 -0.396
C -1.9308 0.0852 -0.1518 -0.224
C 2.1007 -0.2741 -0.1487 -0.371
C -0.2913 -0.1278 1.5611 -0.378
C -0.5975 -0.2610 0.2711 -0.182
F -0.8670 2.2640 -0.3338 -0.548
S 0.6663 -0.8320 -0.9312 0.262
H -3.4395 0.3218 -1.6087 0.213
H -1.9967 -0.7310 -2.0111 0.199
H 4.0908 -0.4856 0.6017 0.219
H 3.1779 -2.0126 -0.1784 0.205
H -2.3804 0.7117 0.6770 0.230
H 2.0324 0.7497 0.1279 0.211
H -0.8318 0.3610 2.3699 0.211
H -1.1495 1.8287 -1.0202 0.556
H 0.6586 -0.5042 2.0690 0.212

Energy ordering: A at the bottom, the next structure 0.0033 hartree above.

A | 47
Properties=species:S:1:pos:R:3:nbo_charge:R:1 method="wB97M-V/def2-TZVPD" homo_ev=-8.6 e_lumo_ha=0.0170 multiplicity=1 smiles="O=C(COC(=O)CCCc1nc2ccccc2s1)NC(=O)NCc1ccco1"
O 1.9393 1.1960 -0.7719 -0.616
C 1.0391 1.1740 0.0407 0.684
N -0.2350 0.8032 -0.2263 -0.661
C -0.7979 0.3282 -1.4386 0.805
O -1.9737 0.0501 -1.4644 -0.646
N 0.0676 0.2193 -2.4521 -0.620
H 1.0231 0.5295 -2.3047 0.440
C -0.3580 -0.1914 -3.7754 -0.272
C -0.3020 0.9453 -4.7429 0.255
C -1.1401 2.0025 -4.9448 -0.296
C -0.5492 2.7864 -5.9652 -0.312
C 0.6034 2.1490 -6.3034 0.085
O 0.7638 1.0371 -5.5684 -0.399
H 1.3634 2.3747 -7.0245 0.203
H -0.9323 3.6934 -6.3852 0.228
H -2.0610 2.1900 -4.4323 0.232
H 0.2930 -0.9961 -4.1284 0.215
H -1.3840 -0.5544 -3.6772 0.252
H -0.8966 0.8364 0.5407 0.438
C 1.2766 1.5963 1.4830 -0.178
H 1.5598 2.6556 1.5054 0.223
O 0.1188 1.3740 2.2730 -0.533
C 0.2620 1.4671 3.6096 0.815
O 1.2726 1.8282 4.1419 -0.584
C -1.0122 1.0338 4.2940 -0.518
H -1.7255 0.7333 3.5265 0.233
C -0.7560 -0.1198 5.2783 -0.379
H -0.4181 0.2831 6.2332 0.226
H -1.7005 -0.6415 5.4415 0.214
C 0.3084 -1.1125 4.7914 -0.479
C 0.1550 -1.5112 3.3699 0.134
N 1.1068 -1.4928 2.5202 -0.470
C 0.7201 -1.9238 1.2831 0.161
C 1.5352 -2.0236 0.1599 -0.225
C 0.9848 -2.4817 -1.0181 -0.213
C -0.3602 -2.8374 -1.0956 -0.211
C -1.1884 -2.7433 0.0052 -0.193
C -0.6412 -2.2885 1.1920 -0.246
S -1.4046 -2.0726 2.7389 0.339
H -2.2311 -3.0100 -0.0552 0.226
H -0.7658 -3.1907 -2.0310 0.218
H 1.6078 -2.5682 -1.8954 0.217
H 2.5739 -1.7439 0.2305 0.231
H 0.2620 -2.0086 5.4172 0.237
H 1.3042 -0.6787 4.9001 0.252
H -1.4232 1.8863 4.8369 0.245
H 2.1158 1.0178 1.8881 0.244

B | 47
Properties=species:S:1:pos:R:3:nbo_charge:R:1 method="wB97M-V/def2-TZVPD" homo_ev=-8.6 e_lumo_ha=-0.0593 multiplicity=1 smiles="COCCOc1cc2ncnc(/N=C3/CC(=O)C(SC)=CC3=O)c2cc1OC"
O -0.2492 -2.7233 -0.9996 -0.463
O -5.0684 -4.8618 -0.9997 -0.492
N -2.1136 -2.7663 1.3920 -0.345
N -0.1932 -3.8433 2.0216 -0.496
N 1.8123 -2.7124 2.5395 -0.478
O -0.5288 2.2674 1.7612 -0.536
O 2.2546 1.9764 2.2508 -0.525
O 3.2160 4.6414 -0.1531 -0.533
S -3.7132 -5.2024 -3.7712 0.246
C -1.3709 -3.2183 -0.9909 0.451
C -4.0869 -4.1767 -1.1748 0.522
C -1.8790 -3.8921 -2.2160 -0.222
C -3.1668 -4.3598 -2.3274 -0.203
C -2.3413 -3.0460 0.1422 0.221
C 1.0954 -3.8451 2.3687 0.264
C 1.4096 0.8846 2.2714 0.284
C 0.0538 1.0003 1.9200 0.238
C 1.9563 -0.3744 2.5349 -0.251
C -0.7776 -2.6573 1.8041 0.421
C -0.7247 -0.1475 1.7788 -0.197
C 1.2134 -1.5479 2.3467 0.260
C -0.1338 -1.4275 1.9693 -0.185
C -0.9652 2.8741 2.9873 -0.249
C 2.0399 5.3607 -0.5558 -0.255
C -3.2909 -6.9192 -3.1905 -0.713
C -3.7842 -3.0700 -0.1666 -0.544
C 2.5140 2.5621 0.9529 -0.082
C 3.0494 3.9768 1.0739 -0.073
H -1.1772 -3.9710 -3.0381 0.248
H 1.5627 -4.8178 2.4733 0.189
H 2.9943 -0.4508 2.8528 0.241
H -1.7643 -0.1166 1.4434 0.232
H -1.9996 2.5599 3.1766 0.180
H -0.3190 2.6610 3.8422 0.187
H -0.9383 3.9850 2.8773 0.192
H 1.1207 4.8859 -0.1954 0.172
H 2.0695 6.3645 -0.1716 0.173
H 1.9632 5.4219 -1.6488 0.192
H -3.6263 -7.6103 -3.9836 0.236
H -2.2182 -7.0018 -2.9730 0.219
H -3.8286 -7.2025 -2.2804 0.231
H -4.4308 -3.2389 0.7307 0.275
H -4.0400 -2.0766 -0.5755 0.255
H 3.2459 1.9464 0.3943 0.179
H 1.6208 2.6097 0.3452 0.183
H 4.0069 3.9914 1.5658 0.188
H 2.3919 4.5597 1.7204 0.164

Energy ordering: A at the bottom, the next structure 0.1904 hartree above.